# 1
C26H35ClHfIN5O3SSe2Si | wB97M-V/def2-TZVPD

For the HOMO-LUMO gap, the calculation gives 6.24 eV. The calculation puts the LUMO energy at -0.01115 Ha. Its highest occupied orbital energy is -6.548 eV. The total energy comes out at -212462.004 eV. As for the total charge: 0.

Last column: Löwdin charge in e.
Positions of all 76 atoms, in Å:
Hf 0.33 0.13 -0.12  1.095
C -3.58 1.64 0.94  -0.027
C -2.50 0.60 0.83  -0.313
N -1.23 0.87 1.33  -0.156
N -1.17 2.01 2.11  -0.037
C -0.18 2.88 2.05  -0.825
N -0.18 3.90 2.95  0.088
S 1.08 2.70 0.94  0.709
C -2.69 -0.59 0.20  -0.242
C -3.86 -0.94 -0.55  -0.089
C -3.88 -1.99 -1.40  -0.093
C -2.70 -2.83 -1.50  -0.063
C -1.64 -2.60 -0.72  -0.178
N -1.55 -1.52 0.20  -0.181
H -3.18 2.62 0.67  0.085
H -3.98 1.70 1.96  0.084
H -4.40 1.43 0.27  0.054
H -1.89 2.13 2.80  0.151
H -1.05 4.18 3.37  0.102
H 0.50 4.62 2.78  0.086
H -4.75 -0.34 -0.45  0.102
H -4.76 -2.22 -1.98  0.102
H -2.68 -3.65 -2.19  0.106
H -0.79 -3.25 -0.72  0.082
O 4.55 -0.52 -0.04  -0.115
C 4.72 -1.92 -0.02  -0.206
C 3.43 -2.78 -0.02  -0.539
C 3.96 -4.23 0.19  -0.240
O 4.86 -4.66 -0.81  -0.047
C 2.49 -2.57 1.16  -0.495
Se 1.90 -0.75 1.76  0.552
C 2.72 -2.81 -1.38  -0.482
Se 1.23 -1.56 -1.88  0.638
H 4.40 -0.21 0.86  0.035
H 5.33 -2.23 0.83  0.133
H 5.28 -2.16 -0.93  0.127
H 3.10 -4.91 0.26  0.129
H 4.51 -4.29 1.13  0.126
H 4.40 -4.72 -1.66  0.083
H 2.94 -2.98 2.07  0.056
H 1.57 -3.13 0.97  0.041
H 2.23 -3.78 -1.50  0.051
H 3.44 -2.67 -2.18  0.054
Cl 0.96 5.23 -5.00  0.698
C 0.45 3.92 -3.98  -0.604
C -0.87 3.57 -3.97  -0.166
C -1.31 2.53 -3.14  -0.610
I -3.32 1.97 -3.11  0.967
C -0.45 1.83 -2.32  -0.411
O -0.85 0.86 -1.52  -0.302
C 0.93 2.20 -2.35  -0.189
N 1.77 1.48 -1.55  -0.095
C 3.05 1.76 -1.57  -0.119
C 3.59 2.78 -2.36  -0.017
C 2.77 3.53 -3.15  -0.008
C 1.39 3.24 -3.18  -0.162
H -1.58 4.09 -4.61  0.096
H 3.68 1.14 -0.95  0.096
H 4.65 2.97 -2.32  0.113
H 3.16 4.33 -3.77  0.093
C -4.32 -2.71 2.19  -0.170
Si -2.51 -2.97 2.63  0.556
C -2.12 -4.81 2.54  -0.182
C -2.16 -2.31 4.37  -0.178
C -1.21 -2.03 1.57  -0.263
H -4.94 -3.24 2.91  0.033
H -4.54 -3.11 1.20  0.026
H -4.60 -1.66 2.20  0.025
H -2.76 -5.38 3.22  0.028
H -1.08 -5.01 2.83  0.028
H -2.27 -5.20 1.53  0.027
H -2.66 -2.90 5.15  0.028
H -2.50 -1.28 4.47  0.026
H -1.09 -2.33 4.58  0.032
H -0.88 -1.20 2.17  0.011
H -0.36 -2.70 1.46  0.050

---

# 2
C4H9NO3 | wB97M-V/def2-TZVPD

For the HOMO-LUMO gap, the calculation gives 9.54 eV. The calculation puts the LUMO energy at 0.02265 Ha. Its highest occupied orbital energy is -8.924 eV. The total energy comes out at -11924.012 eV. As for the total charge: 0.

Last column: Löwdin charge in e.
Positions of all 17 atoms, in Å:
C -1.38 0.27 1.42  -0.004
C -0.38 0.13 0.27  -0.544
C -1.11 0.13 -1.06  0.000
O 0.33 -1.17 0.59  -0.172
N 1.15 -1.86 -0.37  0.042
O 0.56 1.17 0.45  0.002
C 1.81 0.94 -0.20  -0.225
O 1.97 0.59 -1.35  0.067
H -1.88 1.25 1.37  0.094
H -2.13 -0.53 1.41  0.095
H -0.87 0.24 2.38  0.093
H -0.44 -0.07 -1.90  0.077
H -1.90 -0.63 -1.09  0.098
H -1.56 1.11 -1.24  0.100
H 1.27 -1.23 -1.17  0.045
H 2.04 -1.90 0.14  0.082
H 2.54 1.55 0.36  0.151

---

# 3
C21H34BrNO4 | wB97M-V/def2-TZVPD

For the HOMO-LUMO gap, the calculation gives 7.43 eV. The calculation puts the LUMO energy at 0.01463 Ha. Its highest occupied orbital energy is -7.029 eV. The total energy comes out at -102046.927 eV. As for the total charge: 0.

Last column: Löwdin charge in e.
Positions of all 61 atoms, in Å:
C -3.02 2.47 -3.38  -0.113
C -3.67 1.07 -3.27  -0.240
C -2.70 -0.14 -3.09  -0.149
C -1.19 0.16 -3.13  -0.182
O -0.76 0.47 -1.80  -0.028
C 0.46 -0.06 -1.43  -0.432
C 1.58 0.17 -2.47  -0.137
O 1.57 1.46 -3.04  -0.187
C 2.05 1.50 -4.38  -0.082
O 0.30 -1.47 -1.35  -0.051
C 1.47 -2.15 -0.86  -0.294
C 2.16 -1.46 0.31  -0.131
N 1.14 -0.59 0.95  -0.028
C 1.48 -0.14 2.34  -0.058
C 0.68 -0.98 3.34  -0.244
C 1.17 -2.14 3.89  -0.069
C 0.37 -2.82 4.80  -0.043
C -0.89 -2.34 5.10  -0.266
C -1.74 -3.14 6.09  -0.042
C -1.40 -1.19 4.53  -0.032
C -0.59 -0.50 3.63  -0.045
C 0.76 0.51 0.00  -0.122
C 1.66 1.74 0.01  -0.065
C 0.85 2.95 -0.52  -0.300
C -0.02 3.62 0.57  0.012
O 1.27 4.18 -0.02  -0.091
H -3.81 3.17 -3.69  0.071
H -2.33 2.46 -4.23  0.065
H -2.55 2.82 -2.45  0.072
H -4.33 0.86 -4.13  0.098
H -4.33 1.09 -2.40  0.100
H -2.92 -0.89 -3.86  0.110
H -2.91 -0.63 -2.14  0.119
H -0.92 0.97 -3.82  0.112
H -0.71 -0.73 -3.55  0.129
H 1.48 -0.62 -3.23  0.132
H 2.58 0.01 -2.03  0.130
H 1.87 0.57 -4.93  0.094
H 3.10 1.81 -4.40  0.092
H 1.49 2.30 -4.90  0.093
H 1.11 -3.17 -0.43  -0.158
H 2.18 -2.37 -1.67  0.127
H 2.48 -2.24 1.02  0.097
H 3.01 -0.86 -0.04  0.131
H 0.29 -1.18 1.05  0.148
H 2.55 -0.26 2.53  0.142
H 1.19 0.90 2.54  0.117
H 2.16 -2.47 3.59  0.114
H 0.76 -3.74 5.25  0.121
H -1.71 -2.65 7.08  0.082
H -2.77 -3.15 5.71  0.080
H -1.36 -4.16 6.16  0.075
H -2.40 -0.84 4.75  0.118
H -0.99 0.40 3.17  0.116
H -0.22 0.85 0.36  0.170
H 2.58 1.68 -0.58  0.128
H 1.94 2.12 1.00  0.114
H 0.43 2.89 -1.52  0.135
H -0.60 4.51 0.35  0.111
H 0.34 3.37 1.57  0.099
Br 0.35 -4.06 1.04  -0.065

---

# 4
C20H15BrClIrNO5 | wB97M-V/def2-TZVPD

For the HOMO-LUMO gap, the calculation gives 7.34 eV. The calculation puts the LUMO energy at -0.15972 Ha. Its highest occupied orbital energy is -11.683 eV. The total energy comes out at -118108.743 eV. As for the total charge: +1.

Last column: Löwdin charge in e.
Positions of all 44 atoms, in Å:
Ir -0.12 -0.42 0.10  1.545
O 0.80 -1.82 1.35  -0.160
C 2.01 -1.22 1.90  -0.085
C 2.67 -0.45 0.79  -0.228
C 4.03 -0.25 0.71  0.018
C 4.52 0.54 -0.32  -0.009
C 3.65 1.11 -1.23  -0.008
C 2.29 0.86 -1.09  -0.060
N 1.82 0.09 -0.11  -0.071
H 0.22 -2.12 2.06  0.143
H 2.65 -2.02 2.27  0.145
H 1.73 -0.55 2.72  0.147
H 4.69 -0.71 1.43  0.132
H 5.59 0.71 -0.40  0.127
H 4.00 1.73 -2.04  0.125
H 1.55 1.27 -1.77  0.130
Br -6.64 -3.95 -0.88  0.790
C -4.79 -4.12 -1.20  -0.671
C -4.30 -5.23 -1.88  -0.093
C -2.94 -5.35 -2.12  -0.045
C -2.07 -4.37 -1.69  -0.001
C -2.57 -3.26 -1.02  -0.142
C -3.93 -3.12 -0.77  -0.047
C -1.66 -2.21 -0.56  -0.530
O -2.04 -1.22 0.15  -0.090
O -0.41 -2.21 -0.84  -0.096
H -4.99 -5.99 -2.21  0.111
H -2.57 -6.22 -2.65  0.117
H -1.01 -4.45 -1.88  0.124
H -4.31 -2.25 -0.24  0.120
Cl -3.06 3.31 5.86  0.706
C -2.59 3.00 4.22  -0.658
C -2.25 1.71 3.84  -0.092
C -1.86 1.48 2.54  -0.035
C -1.83 2.51 1.61  -0.143
C -2.20 3.80 2.00  0.005
C -2.57 4.05 3.31  -0.076
C -1.46 2.33 0.18  -0.485
O -1.88 3.00 -0.71  0.158
O -0.49 1.40 -0.08  -0.246
H -2.30 0.91 4.57  0.108
H -1.62 0.46 2.23  0.076
H -2.20 4.59 1.27  0.130
H -2.86 5.04 3.63  0.115

---

# 5
C5H13N3O10V | wB97M-V/def2-TZVPD

For the HOMO-LUMO gap, the calculation gives 3.86 eV. The calculation puts the LUMO energy at 0.05424 Ha. Its highest occupied orbital energy is -2.383 eV. The total energy comes out at -56017.875 eV. As for the total charge: -1.

Last column: Löwdin charge in e.
Positions of all 32 atoms, in Å:
O -5.08 -18.88 14.46  -0.397
V -6.32 -17.88 14.59  1.015
O -7.25 -18.39 15.76  -0.359
O -7.65 -16.75 13.48  -0.330
C -8.55 -16.89 12.41  -0.315
C -9.68 -15.80 12.19  -0.553
O -9.32 -14.53 12.11  -0.311
H -9.04 -17.88 12.47  0.074
H -7.91 -16.93 11.51  0.082
H -10.50 -16.08 12.91  0.062
H -10.16 -16.11 11.22  0.075
C -9.46 -20.89 12.74  0.049
N -8.25 -20.36 12.04  -0.442
O -8.41 -19.95 10.91  0.063
O -7.27 -20.10 12.71  0.040
H -9.57 -20.29 13.64  0.100
H -9.23 -21.92 12.99  0.096
H -10.32 -20.70 12.11  0.094
C -5.13 -15.93 10.11  0.058
N -5.11 -15.94 11.61  -0.425
O -5.03 -14.86 12.14  0.081
O -5.14 -16.99 12.21  0.009
H -6.14 -16.18 9.82  0.100
H -4.42 -16.66 9.74  0.093
H -4.90 -14.90 9.85  0.092
C -13.67 -16.16 12.57  0.023
N -13.14 -14.84 12.12  -0.456
O -12.57 -14.19 12.96  0.081
O -13.21 -14.63 10.92  0.044
H -14.51 -16.46 11.94  0.084
H -13.84 -16.14 13.64  0.088
H -12.83 -16.83 12.37  0.086

---

# 6
C18H54O9 | wB97M-V/def2-TZVPD

For the HOMO-LUMO gap, the calculation gives 10.12 eV. The calculation puts the LUMO energy at 0.00765 Ha. Its highest occupied orbital energy is -9.910 eV. The total energy comes out at -37966.842 eV. As for the total charge: 0.

Last column: Löwdin charge in e.
Positions of all 81 atoms, in Å:
C -1.77 -2.61 8.38  -0.079
C -1.57 -4.12 8.41  -0.302
O -0.21 -4.49 8.17  -0.084
H -1.36 -2.19 9.31  0.056
H -2.84 -2.38 8.39  0.059
H -1.28 -2.13 7.54  0.079
H -2.13 -4.61 7.62  0.111
H -1.87 -4.50 9.39  0.108
H 0.33 -4.31 8.94  0.069
C -2.70 2.58 14.90  -0.092
C -2.49 1.13 15.28  -0.330
O -3.34 0.25 14.56  -0.096
H -2.37 2.78 13.88  0.072
H -2.07 3.22 15.52  0.074
H -3.72 2.94 15.05  0.073
H -2.69 0.95 16.34  0.109
H -1.44 0.86 15.11  0.102
H -3.15 0.35 13.62  0.030
C -3.06 0.44 9.90  -0.088
C -3.00 -0.29 11.23  -0.297
O -1.89 0.11 12.01  -0.089
H -3.25 1.51 10.04  0.089
H -3.83 0.04 9.24  0.045
H -2.10 0.44 9.38  0.048
H -2.93 -1.35 10.96  0.108
H -3.93 -0.17 11.80  0.094
H -1.34 -0.65 12.23  0.043
C -2.14 1.59 6.24  -0.080
C -0.63 1.66 6.02  -0.323
O -0.38 1.22 4.69  -0.075
H -2.61 2.42 5.71  0.076
H -2.39 1.69 7.30  0.053
H -2.55 0.65 5.87  0.083
H -0.10 1.03 6.74  0.092
H -0.29 2.69 6.16  0.107
H 0.56 1.31 4.50  0.082
C 0.55 1.38 9.70  -0.101
C 1.88 2.07 9.50  -0.310
O 2.06 2.55 8.16  -0.088
H -0.33 1.95 9.39  0.069
H 0.46 1.05 10.74  0.070
H 0.48 0.48 9.08  0.070
H 2.66 1.35 9.72  0.111
H 1.99 2.93 10.17  0.110
H 1.42 3.26 8.05  0.073
C 1.33 -2.26 14.34  -0.084
C -0.08 -2.51 13.83  -0.297
O -0.21 -2.11 12.47  -0.093
H 2.04 -2.92 13.85  0.073
H 1.44 -2.40 15.42  0.077
H 1.62 -1.22 14.19  0.079
H -0.79 -1.92 14.41  0.113
H -0.41 -3.54 13.98  0.115
H 0.43 -2.59 11.94  0.095
C -6.74 0.89 10.90  -0.086
C -8.02 0.09 10.87  -0.314
O -8.71 0.43 9.66  -0.089
H -6.20 0.59 11.81  0.072
H -6.98 1.95 11.05  0.084
H -6.02 0.77 10.10  0.040
H -8.60 0.29 11.77  0.112
H -7.78 -0.98 10.84  0.103
H -9.62 0.12 9.72  0.080
C -5.95 -1.77 8.16  -0.098
C -6.70 -2.85 7.39  -0.302
O -5.81 -3.94 7.08  -0.087
H -5.61 -2.10 9.14  0.075
H -6.59 -0.89 8.30  0.060
H -5.14 -1.45 7.51  0.070
H -7.04 -2.48 6.42  0.110
H -7.58 -3.20 7.94  0.110
H -5.94 -4.62 7.75  0.076
C -5.87 2.00 6.02  -0.069
C -5.49 2.20 7.48  -0.332
O -4.96 3.49 7.72  -0.076
H -6.46 2.86 5.69  0.074
H -6.42 1.07 5.87  0.070
H -4.97 1.94 5.41  0.059
H -4.74 1.46 7.77  0.072
H -6.34 2.02 8.14  0.098
H -5.68 4.13 7.78  0.082